No. 1
Entry from the OMol25 dataset: 2 unconnected molecules or ions with the total composition C34H37BO2 in a non-equilibrium geometry (ωB97M-V with the def2-TZVPD basis set).

Geometry as XYZ:
```
74
Properties=species:S:1:pos:R:3:forces:R:3
C -3.3346 -0.2776 0.5013 1.4 0.1 -0.5
C -2.6199 0.9398 -0.0830 0.2 -0.3 0.3
C -2.8669 1.3400 -1.3977 0.5 -0.1 0.1
C -2.1150 2.3587 -1.9745 -0.1 0.2 0.3
C -1.0649 2.9472 -1.2626 0.1 -0.2 0.1
C -0.7687 2.5037 0.0257 -0.3 0.3 0.0
C -1.5896 1.5551 0.6291 0.6 0.0 -0.3
C -2.4337 -0.9755 1.5040 -0.5 -1.2 -0.3
C -2.4441 -2.3206 1.5862 -0.3 1.5 -0.2
C -1.3732 -3.1021 2.1449 0.9 -0.9 1.3
C -1.4237 -4.5099 2.0418 0.2 0.6 0.0
C -0.3157 -5.2820 2.3756 0.5 0.3 0.3
C 0.8419 -4.6543 2.8738 -0.2 0.0 0.0
C 0.8806 -3.2614 3.0724 -0.5 -0.2 -0.1
C -0.2300 -2.4889 2.7270 -0.2 -0.7 -0.3
H -3.5065 -0.9519 -0.3480 0.3 0.1 0.1
H -3.6456 0.8381 -1.9717 0.2 0.1 0.1
H -2.3953 2.7441 -2.9516 0.2 -0.2 0.1
H -0.4680 3.7450 -1.7032 -0.2 -0.2 0.0
H 0.0535 2.9345 0.6104 -0.3 -0.1 -0.4
H -1.3328 1.2581 1.6501 -0.2 0.2 -0.5
H -1.9698 -0.3610 2.2752 0.5 -0.2 -0.6
H -3.3093 -2.8300 1.1585 0.6 -0.2 -0.6
H -2.3391 -4.9705 1.6646 0.3 0.1 0.0
H -0.3461 -6.3702 2.2529 0.1 0.5 0.1
H 1.7156 -5.2547 3.1302 -0.2 0.1 -0.1
H 1.7703 -2.7733 3.4879 -0.4 -0.3 -0.2
H -0.2157 -1.4058 2.8723 0.1 -0.4 -0.2
C -4.4095 5.2525 4.7130 -0.1 -0.2 0.1
C -3.4911 5.2831 3.5030 0.5 -0.2 0.5
C -2.4532 6.3804 3.7104 0.1 0.2 -0.1
C -2.7867 3.8940 3.1192 -0.2 0.3 0.1
C -1.3682 3.6801 3.6251 0.0 0.3 0.3
C -3.6524 2.6786 3.4567 -0.2 0.1 0.1
O -2.7525 3.9817 1.6832 -1.1 0.5 0.3
B -3.8565 4.7589 1.3524 0.4 0.8 -0.4
C -4.5265 4.6063 -0.0304 -0.5 0.2 -0.4
C -4.9280 5.5992 -0.9464 -0.1 -0.5 -0.1
C -5.6096 5.2315 -2.1141 0.0 0.2 -0.1
C -5.8602 3.8890 -2.4055 0.2 -0.3 0.5
C -5.4101 2.9101 -1.5204 -0.4 0.1 -0.1
C -4.8234 3.2752 -0.3167 0.3 0.0 -0.1
C -4.5970 -0.2317 1.2609 -2.9 -1.1 1.5
C -5.8515 0.5682 1.0115 -0.4 -0.2 0.2
C -6.6678 0.3717 -0.1149 0.1 0.4 0.3
C -7.8726 1.0762 -0.2239 0.1 0.0 0.1
C -8.2117 2.0237 0.7435 0.2 0.2 -0.1
C -7.3918 2.2151 1.8603 -0.3 -0.4 0.2
C -6.3109 1.3657 2.0742 -0.1 0.1 -0.6
O -4.3149 5.5980 2.3519 0.8 -1.0 -0.1
H -3.8949 4.8342 5.5900 -0.1 0.1 -0.2
H -4.7197 6.2815 4.9373 0.0 -0.3 0.0
H -5.3126 4.6633 4.5147 0.2 0.1 0.1
H -1.9488 6.2205 4.6725 0.0 0.1 -0.3
H -1.7084 6.4075 2.9057 -0.1 -0.1 0.2
H -2.9414 7.3600 3.7427 0.0 -0.2 0.0
H -1.3794 3.6518 4.7241 0.1 0.0 -0.2
H -0.9738 2.7215 3.2652 -0.2 0.2 0.1
H -0.6943 4.4740 3.2813 -0.2 -0.2 0.1
H -3.5890 2.4059 4.5231 -0.1 0.1 -0.3
H -4.7046 2.8825 3.1902 0.6 -0.1 0.2
H -3.3086 1.8228 2.8500 -0.1 0.4 0.3
H -4.7128 6.6467 -0.7387 -0.1 -0.2 -0.1
H -5.9422 5.9809 -2.8366 0.1 -0.1 0.4
H -6.4239 3.5721 -3.2850 0.3 0.3 0.1
H -5.5229 1.8524 -1.7536 -0.2 0.4 0.0
H -4.5244 2.5262 0.4235 -0.1 0.3 -0.6
H -4.9530 -1.2807 1.1762 0.1 0.3 0.2
H -4.4160 -0.1681 2.3436 0.2 0.4 -0.2
H -6.3538 -0.3450 -0.8842 -0.2 0.3 0.2
H -8.5373 0.9265 -1.0785 0.3 0.0 0.3
H -9.1226 2.6149 0.6401 0.3 -0.1 -0.1
H -7.6111 2.9911 2.5971 -0.2 -0.4 -0.1
H -5.8254 1.3046 3.0592 -0.1 0.2 -0.8
```
Forces are in eV/Å.

Computed properties:
E_LUMO in eV: 0.51
E_HOMO in Ha: -0.2947
Orbital gap in hartree: 0.3134
Structure (SMILES): C(=C\[C@@H](Cc1ccccc1)c1ccccc1)/c1ccccc1.CC1(C)OB(c2ccccc2)OC1(C)C
Total charge: 0

=====

No. 2
Entry from the OMol25 dataset: a molecular structure, C34H37BrN2O6P2S2V (ωB97M-V with the def2-TZVPD basis set).

Geometry as XYZ:
```
85
Properties=species:S:1:pos:R:3:forces:R:3
V 0.0537 -0.0514 -1.1221 0.9 0.2 -0.1
C -0.6895 -0.2608 2.5839 -0.1 0.0 0.1
O 0.3058 -0.1270 1.5659 0.1 0.0 -0.2
C 1.5905 0.0050 1.9830 -0.1 0.0 0.0
C 1.9986 0.0454 3.3024 0.0 0.0 0.0
C 3.3548 0.1889 3.5889 0.0 0.0 0.0
Br 3.8984 0.2557 5.4011 0.0 0.0 0.0
C 4.2950 0.2875 2.5952 0.0 0.0 0.0
C 3.8865 0.2527 1.2564 0.0 0.0 0.0
C 2.5340 0.1233 0.9544 0.0 0.0 -0.1
O 2.0616 0.1200 -0.3056 0.1 -0.2 0.0
C 4.8311 0.3504 0.1492 0.0 0.0 0.0
N 4.4409 0.4182 -1.0989 0.0 0.0 -0.1
C 5.5928 0.4768 -1.8626 0.0 0.0 0.0
C 5.7492 0.5603 -3.2439 0.0 0.0 0.0
C 7.0393 0.6008 -3.7332 0.0 0.0 0.0
C 8.1512 0.5621 -2.8768 0.0 0.0 0.0
C 8.0088 0.4833 -1.5048 0.0 0.0 0.0
C 6.7077 0.4416 -1.0179 0.0 0.0 0.0
N 6.1899 0.3649 0.2641 0.0 0.0 0.0
H -0.7220 0.6444 3.1944 0.0 0.0 0.0
H -0.4682 -1.1264 3.2100 0.0 0.0 0.0
H -1.6288 -0.4064 2.0584 0.1 0.0 0.1
H 1.2888 -0.0295 4.1110 0.0 0.0 0.0
H 5.3375 0.4054 2.8557 0.0 0.0 0.0
H 2.8325 0.2023 -0.9652 0.0 0.0 0.1
H 4.8816 0.5909 -3.8892 0.0 0.0 0.0
H 7.2023 0.6653 -4.8006 0.0 0.0 0.0
H 9.1450 0.5966 -3.3029 0.0 0.0 0.0
H 8.8685 0.4559 -0.8486 0.0 0.0 0.0
H 6.7153 0.2804 1.1153 0.0 0.0 0.0
O -2.4777 -0.6774 0.2780 0.1 0.0 -0.1
C -2.5510 0.2013 -0.5781 -0.1 0.1 -0.2
O -1.8493 0.2209 -1.6632 -0.3 0.1 0.1
C -3.4244 1.4253 -0.3619 -0.2 -0.1 -0.1
P -2.6678 2.8186 -1.3079 -0.1 0.1 0.0
C -3.4310 4.2719 -0.4756 0.0 -0.1 0.1
C -2.7877 5.5077 -0.5804 0.0 0.0 0.0
C -3.3483 6.6513 -0.0375 0.0 0.0 0.0
C -4.5755 6.5864 0.6120 0.0 0.0 0.0
C -5.2307 5.3704 0.7109 0.0 0.0 0.0
C -4.6622 4.2216 0.1720 0.0 0.0 0.0
C -1.0214 2.8607 -0.4736 0.0 0.1 0.0
C -0.8714 3.0681 0.9001 0.0 0.0 0.0
C 0.3853 3.2343 1.4546 0.1 0.0 0.0
C 1.5193 3.1851 0.6478 0.0 0.0 0.0
C 1.3905 2.9468 -0.7096 0.0 0.0 0.0
C 0.1231 2.7872 -1.2695 0.0 0.0 0.0
H -3.5258 1.6087 0.7083 0.0 0.0 0.0
H -4.4237 1.2267 -0.7579 0.0 0.0 0.0
H -1.8309 5.5726 -1.0870 0.0 0.0 0.0
H -2.8285 7.5971 -0.1230 0.0 0.0 0.0
H -5.0161 7.4795 1.0355 0.0 0.0 0.0
H -6.1884 5.3084 1.2121 0.0 0.0 0.0
H -5.1941 3.2829 0.2653 0.0 0.0 0.0
H -1.7508 3.1404 1.5302 0.0 0.0 0.0
H 0.4879 3.4122 2.5185 0.0 0.0 0.0
H 2.5007 3.3253 1.0848 0.0 0.0 0.0
H 2.2682 2.8813 -1.3411 0.0 0.0 0.0
H 0.0194 2.6228 -2.3373 0.0 0.1 0.0
C -1.6535 -1.8723 -6.2477 0.0 0.0 0.0
C -1.8556 -1.5953 -4.7708 0.0 0.0 0.0
C -2.1490 -2.8470 -3.9693 0.0 0.0 0.0
O -0.7250 -0.8326 -4.2757 0.1 -0.1 -0.1
P 0.6674 -1.3007 -3.6984 -0.1 -0.2 0.2
S 1.6813 0.3751 -3.4104 -0.4 0.1 0.3
S 0.4957 -2.3064 -1.9636 0.0 -0.2 -0.1
O 1.2044 -2.2469 -4.8607 0.1 0.1 0.0
C 2.3746 -3.1120 -4.8568 0.0 0.0 0.0
C 1.9690 -4.4934 -4.3808 0.0 0.0 0.0
C 3.5487 -2.5397 -4.0872 0.0 0.0 0.0
H -2.5763 -2.2679 -6.6751 0.0 0.0 0.0
H -0.8569 -2.6014 -6.3975 0.0 0.0 0.0
H -1.3914 -0.9550 -6.7740 0.0 0.0 0.0
H -2.6806 -0.8939 -4.6384 0.0 0.0 0.0
H -1.3477 -3.5812 -4.0671 0.0 0.0 0.0
H -3.0688 -3.2913 -4.3545 0.0 0.0 0.0
H -2.2826 -2.6151 -2.9144 0.0 0.0 0.0
H 2.6363 -3.1577 -5.9151 0.0 0.0 0.0
H 1.7124 -4.4775 -3.3222 0.0 0.0 0.0
H 2.7961 -5.1890 -4.5316 0.0 0.0 0.0
H 1.1085 -4.8529 -4.9455 0.0 0.0 0.0
H 3.3184 -2.4421 -3.0255 0.0 0.0 0.0
H 3.8311 -1.5621 -4.4730 0.0 0.0 0.0
H 4.3979 -3.2165 -4.1962 0.0 0.0 0.0
```
Forces are in eV/Å.

Computed properties:
E_LUMO (spin up / spin down) in eV: -0.11 / -0.12
E_HOMO (spin up / spin down) in Ha: -0.2714 / -0.2943
Orbital gap (spin up / spin down) in hartree: 0.2673 / 0.2899
Relative energy (zero: lowest compared OMol25 entry of this formula, charge and spin) in kJ/mol: 0.0
Total charge: 0
Multiplicity: 4

=====

No. 3
Entry from the OMol25 dataset: a molecular structure, C34H37F3GeHgN4O2S (ωB97M-V with the def2-TZVPD basis set).

Geometry as XYZ:
```
83
Properties=species:S:1:pos:R:3:forces:R:3
Hg 0.6866 -1.2878 -1.0906 -0.1 0.0 -0.1
O 2.9483 -4.9907 -0.2840 0.0 0.0 0.0
C 2.5223 -3.8504 -0.4792 0.0 0.0 0.0
O 1.4924 -3.5018 -1.1170 -0.1 -0.1 0.0
C 3.3361 -2.7152 0.1671 0.0 0.0 0.1
C 4.5220 -3.0077 0.8348 0.0 0.0 0.0
C 5.2107 -1.9859 1.4575 0.0 0.0 0.0
C 4.6888 -0.6989 1.4147 0.0 0.0 0.0
C 3.5065 -0.4938 0.7290 0.0 0.0 0.0
N 2.8561 -1.4764 0.1080 0.0 0.0 0.0
H 4.8510 -4.0364 0.8471 0.0 0.0 0.0
H 6.1387 -2.1851 1.9800 0.0 0.0 0.0
H 5.1852 0.1321 1.8979 0.0 0.0 0.0
H 3.0546 0.4889 0.6687 0.0 0.0 0.0
C -1.9825 3.3908 -2.4031 0.0 0.0 0.0
C -2.4473 2.1247 -3.1128 0.0 0.0 0.0
C -1.8853 0.8713 -2.4547 0.0 0.0 0.0
C -2.2478 -0.4097 -3.2011 0.0 -0.1 0.0
Ge -1.6629 -2.0611 -2.2965 0.1 0.1 0.0
C -2.9591 -2.8072 -0.9992 0.0 0.0 0.0
C -3.3931 -1.8617 0.1234 0.0 0.0 0.0
C -4.4666 -0.8630 -0.2964 0.0 0.0 0.0
C -4.7670 0.1454 0.8060 0.0 0.0 0.0
H -2.4039 4.2913 -2.8544 0.0 0.0 0.0
H -0.8940 3.4700 -2.4510 0.0 0.0 0.0
H -2.2723 3.3738 -1.3482 0.0 0.0 0.0
H -2.1246 2.1484 -4.1574 0.0 0.0 0.0
H -3.5426 2.0764 -3.1155 0.0 0.0 0.0
H -2.2130 0.8269 -1.4104 0.0 0.0 0.0
H -0.7948 0.9596 -2.4122 0.0 0.0 0.0
H -1.7794 -0.3992 -4.1883 0.0 0.0 0.0
H -3.3307 -0.4751 -3.3584 0.0 0.0 0.0
H -1.2970 -3.1574 -3.3138 0.0 0.0 0.0
H -2.4912 -3.7076 -0.5927 0.0 0.0 0.0
H -3.8336 -3.1509 -1.5646 0.0 0.0 0.0
H -2.5312 -1.3021 0.4933 0.0 0.0 0.0
H -3.7707 -2.4395 0.9754 0.0 0.0 0.0
H -5.3786 -1.4039 -0.5719 0.0 0.0 0.0
H -4.1410 -0.3328 -1.1952 0.0 0.0 0.0
H -5.0986 -0.3582 1.7178 0.0 0.0 0.0
H -5.5445 0.8519 0.5092 0.0 0.0 0.0
H -3.8700 0.7147 1.0585 0.0 0.0 0.0
F 2.9472 6.1894 -1.2890 0.0 0.0 0.0
C 3.5399 5.2464 -2.0391 0.0 0.0 0.0
F 4.8546 5.2799 -1.7433 0.1 0.0 0.0
F 3.4277 5.6357 -3.3205 0.0 0.0 -0.1
C 2.9582 3.8793 -1.8143 0.0 0.0 0.0
C 1.8451 3.6953 -1.0131 0.0 0.0 0.0
C 1.3717 2.4006 -0.8476 0.0 0.0 0.0
N 1.9347 1.3440 -1.4227 0.0 0.0 0.0
C 2.9878 1.5375 -2.2118 0.0 0.0 0.0
C 3.5430 2.7868 -2.4332 0.0 0.0 0.0
H 1.3575 4.5278 -0.5270 0.0 0.0 0.0
H 0.5046 2.1846 -0.2339 0.0 0.0 0.0
H 3.3933 0.6522 -2.6874 0.0 0.0 0.0
H 4.4000 2.9009 -3.0827 0.0 0.0 0.0
N -0.3026 -0.0528 0.4301 0.0 0.0 0.0
C -0.3243 -0.4285 1.6341 -0.1 0.0 0.0
C 0.3076 -1.6825 2.1661 0.0 0.0 0.0
C 0.0012 -2.9182 1.6103 0.0 0.0 0.0
C 0.6617 -4.0648 2.0291 0.0 0.0 0.0
C 1.6362 -3.9815 3.0120 0.0 0.0 0.0
C 1.9358 -2.7518 3.5858 0.0 0.0 0.0
C 1.2667 -1.6103 3.1732 0.0 0.0 0.0
C -1.0694 0.4187 2.6421 0.0 0.0 0.0
C -1.5290 -0.1120 3.8436 0.0 0.0 0.0
C -2.2777 0.6642 4.7205 0.0 0.0 0.0
C -2.5643 1.9846 4.4135 0.0 0.0 0.0
C -2.1038 2.5254 3.2181 0.0 0.0 0.0
C -1.3695 1.7470 2.3407 0.0 0.0 0.0
H -0.7355 -2.9797 0.8169 0.0 0.0 0.0
H 0.4504 -5.0116 1.5504 0.0 0.0 0.0
H 2.1794 -4.8689 3.3104 0.0 0.0 0.0
H 2.7067 -2.6799 4.3437 0.0 0.0 0.0
H 1.5061 -0.6488 3.6143 0.0 0.0 0.0
H -1.3091 -1.1429 4.0913 0.0 0.0 0.0
H -2.6382 0.2315 5.6457 0.0 0.0 0.0
H -3.1455 2.5900 5.0978 0.0 0.0 0.0
H -2.3264 3.5555 2.9678 0.0 0.0 0.0
H -1.0352 2.1431 1.3910 0.0 0.0 0.0
S 0.8114 1.1107 -5.0773 0.0 0.1 0.0
C 1.0653 -0.1476 -4.0716 0.0 -0.1 0.0
N 1.2603 -1.0561 -3.3538 0.0 0.1 0.1
```
Forces are in eV/Å.

Computed properties:
E_LUMO (spin up / spin down) in eV: 2.41 / 1.55
E_HOMO (spin up / spin down) in Ha: -0.1588 / -0.1925
Orbital gap (spin up / spin down) in hartree: 0.2475 / 0.2494
Relative energy (zero: lowest compared OMol25 entry of this formula, charge and spin) in kJ/mol: 29.5
Total charge: -1
Multiplicity: 2